Entry 1:
Formula: C4H7NS
Source: the Open Molecules 2025 dataset
Level of theory: the ωB97M-V functional and the def2-TZVPD basis

Computed properties:
Relative energy (zero: lowest compared OMol25 entry of this formula, charge and spin), kcal/mol: 1.9
E_HOMO, eV: -8.15
Structure (SMILES): S=C1CCCN1
Maximum force, Eh/bohr: 0.0442

Each line ends with the Mulliken charge.
CARTESIAN COORDINATES (ANGSTROEM)
S1 0.0453 1.9453 2.2704  -0.3562
C1 -0.0294 0.9288 1.0096  0.0630
C2 1.1345 0.0619 0.4413  -0.5740
C3 0.5484 -0.5088 -0.8610  -0.4417
C4 -0.9149 -0.5730 -0.6206  -0.5246
N1 -1.0920 0.5316 0.3085  -0.0705
H1 2.0169 0.6599 0.4068  0.3402
H2 1.3805 -0.7383 1.1498  0.2499
H3 0.9825 -1.4834 -1.1186  0.3191
H4 0.7150 0.2291 -1.7047  0.2304
H5 -1.5680 -0.4819 -1.4926  0.3185
H6 -1.2285 -1.4939 -0.1505  0.2570
H7 -1.9903 0.9229 0.3615  0.1888

Cartesian forces (eV/Å) of the 2 atoms listed first:
-0.04 0.58 0.28
0.76 -1.65 -0.59

Entry 2:
Formula: C4H7NS
Source: the Open Molecules 2025 dataset
Level of theory: the ωB97M-V functional and the def2-TZVPD basis

Computed properties:
Relative energy (zero: lowest compared OMol25 entry of this formula, charge and spin), kcal/mol: 89.9
E_HOMO, eV: -8.12
Maximum force, Eh/bohr: 0.0699

Each line ends with the Mulliken charge.
CARTESIAN COORDINATES (ANGSTROEM)
C1 0.0752 0.4010 -0.3071  0.0878
C2 1.3826 1.1227 -0.5751  -0.2894
C3 1.3206 -1.3129 0.4833  -0.7027
C4 -2.2003 -0.0548 0.0958  -0.6820
N1 -1.0946 0.6632 -0.3116  -0.2375
S1 2.5696 0.0014 0.1555  -0.1584
H1 1.5748 1.4644 -1.6240  0.2968
H2 1.3798 2.1850 -0.0904  0.2480
H3 1.0320 -1.4921 1.4837  0.3023
H4 1.5890 -2.2371 0.0242  0.3077
H5 -2.1207 -0.3569 1.1905  0.2750
H6 -2.3905 -0.9150 -0.5507  0.2852
H7 -3.1173 0.5311 0.0259  0.2672

Cartesian forces (eV/Å) of the 2 atoms listed first:
2.38 -2.03 0.43
-0.22 2.59 0.19

Entry 3:
Formula: C4H7NS2
Source: the Open Molecules 2025 dataset
Level of theory: the ωB97M-V functional and the def2-TZVPD basis

Computed properties:
Relative energy (zero: lowest compared OMol25 entry of this formula, charge and spin), kcal/mol: 131.5
E_HOMO, eV: -8.43
Maximum force, Eh/bohr: 0.0988

Each line ends with the Mulliken charge.
CARTESIAN COORDINATES (ANGSTROEM)
C1 -0.3168 -2.0109 1.4229  -0.0069
C2 -0.1159 -0.5869 -1.0097  -0.3454
C3 0.4485 0.3684 -0.1166  -0.0488
C4 0.7642 1.7716 -0.5634  -0.4322
H1 0.7635 -1.3099 1.7946  0.1866
H2 0.5219 -1.3199 -1.5298  0.3357
H3 -0.9080 -0.0932 -1.7184  0.2147
H4 1.1820 -0.0676 0.6642  0.1667
H5 -0.0341 2.4258 -1.6087  0.2068
H6 1.7118 2.2385 -0.1584  0.2314
H7 -1.1131 1.7125 0.1211  0.2767
N1 -0.2346 1.5861 0.5924  -0.5363
S1 -1.3786 -3.2047 2.1249  -0.2313
S2 -1.2909 -1.5096 -0.0151  -0.0177

Cartesian forces (eV/Å) of the 2 atoms listed first:
-1.79 -0.12 0.51
-3.75 -0.62 -1.81

Entry 4:
Formula: C4H7NS3
Source: the Open Molecules 2025 dataset
Level of theory: the ωB97M-V functional and the def2-TZVPD basis

Computed properties:
Relative energy (zero: lowest compared OMol25 entry of this formula, charge and spin), kcal/mol: 110.1
E_HOMO, eV: -8.07
Maximum force, Eh/bohr: 0.1044

Each line ends with the Mulliken charge.
CARTESIAN COORDINATES (ANGSTROEM)
C1 3.8981 0.0567 -0.0787  -0.7314
C2 1.4371 -0.9415 0.2727  -0.1857
C3 0.1993 -1.5052 0.5620  -0.6019
C4 -0.9290 -0.6545 0.2882  0.3604
H1 4.2618 0.3676 0.9556  0.2579
H2 3.8864 -1.2443 -0.2870  0.2512
H3 4.3206 0.7140 -1.1789  0.2861
H4 2.1606 -1.6939 0.5129  0.2475
H5 0.2690 -2.6383 0.5817  0.2909
H6 -0.0583 1.0116 1.5186  0.3883
H7 -3.1823 1.4631 0.6832  0.1596
N1 -0.7040 0.6716 0.4546  -0.3499
S1 2.1672 0.6008 -0.3149  0.0619
S2 -2.3461 -1.3995 -0.4221  -0.2478
S3 -1.9687 1.7728 -0.0277  -0.1871

Cartesian forces (eV/Å) of the 2 atoms listed first:
0.17 -1.00 -3.45
-1.11 -0.79 1.10

Entry 5:
Formula: C4H7NS3
Source: the Open Molecules 2025 dataset
Level of theory: the ωB97M-V functional and the def2-TZVPD basis

Computed properties:
Relative energy (zero: lowest compared OMol25 entry of this formula, charge and spin), kcal/mol: 35.0
E_HOMO, eV: -8.43
Structure (SMILES): CC1=NSCSCS1
Maximum force, Eh/bohr: 0.0584

Each line ends with the Mulliken charge.
CARTESIAN COORDINATES (ANGSTROEM)
C1 -1.6482 0.2501 2.6401  -0.8009
C2 -0.9235 -0.1939 1.3399  0.5438
N1 0.1815 -0.8597 1.5338  -0.4766
S1 1.1910 -1.5020 0.3458  0.0135
C3 1.7290 -0.0704 -0.5552  -0.7452
S2 0.8757 0.5658 -2.0675  -0.0143
C4 -0.3528 1.4609 -1.0983  -0.5672
S3 -1.5969 0.4024 -0.1830  -0.0957
H1 -1.3754 1.4231 2.7609  0.1887
H2 -2.8149 0.2073 2.4889  0.2831
H3 -1.4080 -0.3599 3.5293  0.2919
H4 1.9541 0.7112 0.1142  0.3767
H5 2.7534 -0.3467 -0.8522  0.3745
H6 0.2677 2.1931 -0.4492  0.3179
H7 -0.9912 2.0501 -1.8122  0.3101

Cartesian forces (eV/Å) of the 2 atoms listed first:
-1.61 2.00 -1.07
2.42 -0.41 1.73

Entry 6:
Formula: C4H7NaO2
Source: the Open Molecules 2025 dataset
Level of theory: the ωB97M-V functional and the def2-TZVPD basis

Computed properties:
Relative energy (zero: lowest compared OMol25 entry of this formula, charge and spin), kcal/mol: 76.2
E_HOMO (alpha / beta), eV: -6.84 / -4.75
Maximum force, Eh/bohr: 0.0855

Each line ends with the Mulliken charge.
CARTESIAN COORDINATES (ANGSTROEM)
H1 1.3285 -0.9327 0.7365  0.3804
O1 0.8426 -1.3924 1.6993  -0.4969
C1 -0.4739 -0.9547 1.8792  -0.1416
C2 -0.8089 0.1633 0.9065  -0.6128
C3 -0.5789 -0.1496 -0.5828  -0.4029
C4 0.7835 0.2326 -1.0809  -0.3911
O2 0.9833 0.3825 -2.3156  -0.8547
Na1 1.2268 1.6551 -4.0240  0.9014
H2 -0.5930 -0.5416 2.9065  0.2191
H3 -0.2150 1.0631 1.1928  0.2982
H4 -1.8630 0.4579 1.0464  0.2881
H5 -1.3490 0.3309 -1.2017  0.3116
H6 -0.6451 -1.2425 -0.7316  0.2312
H7 1.3621 0.9279 -0.4307  0.2701

Cartesian forces (eV/Å) of the 2 atoms listed first:
-2.27 -1.80 3.30
0.91 1.42 -2.93

Entry 7:
Formula: C4H7O2
Source: the Open Molecules 2025 dataset
Level of theory: the ωB97M-V functional and the def2-TZVPD basis

Computed properties:
Net charge: -1
Relative energy (zero: lowest compared OMol25 entry of this formula, charge and spin), kcal/mol: 42.8
E_HOMO, eV: -2.43
Structure (SMILES): [O-]/C=C\CCO
Maximum force, Eh/bohr: 0.0229

Each line ends with the Mulliken charge.
CARTESIAN COORDINATES (ANGSTROEM)
O1 1.5871 -1.9565 0.6609  -0.6886
C1 0.8721 -1.1855 1.3391  -0.0931
C2 0.1444 -0.0638 0.9708  -0.8072
C3 0.3400 0.8112 -0.2271  -0.2970
C4 -0.7870 0.6127 -1.2674  -0.4608
O2 -1.1718 -0.7320 -1.3433  -0.5403
H1 0.8372 -1.3897 2.4472  0.2713
H2 -0.5662 0.2770 1.7164  0.2778
H3 1.3256 0.6318 -0.6665  0.2521
H4 0.3329 1.8623 0.1000  0.2696
H5 -0.4225 0.8921 -2.2656  0.2576
H6 -1.5807 1.3236 -0.9966  0.1859
H7 -0.9111 -1.0832 -0.4679  0.3729

Cartesian forces (eV/Å) of the 2 atoms listed first:
0.49 0.08 -0.31
0.02 0.02 0.26

Entry 8:
Formula: C4H7O2
Source: the Open Molecules 2025 dataset
Level of theory: the ωB97M-V functional and the def2-TZVPD basis

Computed properties:
Net charge: -1
Relative energy (zero: lowest compared OMol25 entry of this formula, charge and spin), kcal/mol: 47.9
E_HOMO, eV: -2.35
Structure (SMILES): [O-]/C=C\CCO
Maximum force, Eh/bohr: 0.0515

Each line ends with the Mulliken charge.
CARTESIAN COORDINATES (ANGSTROEM)
O1 0.4081 0.6448 1.8772  -0.7746
C1 -0.0315 -0.5209 1.6205  -0.1123
C2 -0.7710 -0.9546 0.5281  -0.5940
C3 -0.8092 -0.0970 -0.6886  -0.3548
C4 0.6408 0.4371 -1.0710  -0.6434
O2 0.8181 1.7868 -0.6715  -0.5654
H1 0.0112 -1.2079 2.5184  0.3072
H2 -1.0490 -1.9976 0.5676  0.2690
H3 -1.4428 0.7917 -0.7424  0.2530
H4 -1.0152 -0.7517 -1.5582  0.2073
H5 0.9656 0.4337 -2.1131  0.3414
H6 1.2354 -0.3158 -0.5350  0.3019
H7 1.0393 1.7515 0.2680  0.3646

Cartesian forces (eV/Å) of the 2 atoms listed first:
0.68 0.21 -0.53
-1.54 0.05 1.06

Entry 9:
Formula: C4H7O2
Source: the Open Molecules 2025 dataset
Level of theory: the ωB97M-V functional and the def2-TZVPD basis

Computed properties:
Net charge: -1
Relative energy (zero: lowest compared OMol25 entry of this formula, charge and spin), kcal/mol: 48.2
E_HOMO, eV: -2.11
Structure (SMILES): [O-]/C=C\CCO
Maximum force, Eh/bohr: 0.0231

Each line ends with the Mulliken charge.
CARTESIAN COORDINATES (ANGSTROEM)
O1 -0.8174 2.6788 -0.0479  -0.7616
C1 0.1197 2.1004 -0.6749  -0.1332
C2 0.3803 0.7620 -0.8415  -0.4977
C3 -0.5101 -0.3172 -0.2892  -0.5923
C4 -0.0398 -0.9833 1.0167  -0.4318
O2 0.0805 -2.4271 0.9399  -0.5600
H1 0.8676 2.7521 -1.1509  0.2958
H2 1.3264 0.5162 -1.3115  0.2440
H3 -1.5020 0.0778 -0.0900  0.2743
H4 -0.6322 -1.0808 -1.0614  0.3231
H5 0.8491 -0.5910 1.5169  0.3561
H6 -0.8477 -0.8584 1.7331  0.1962
H7 0.7256 -2.6297 0.2607  0.2871

Cartesian forces (eV/Å) of the 2 atoms listed first:
-0.22 -0.10 -0.08
-0.15 -0.01 0.44

Entry 10:
Formula: C4H7O2
Source: the Open Molecules 2025 dataset
Level of theory: the ωB97M-V functional and the def2-TZVPD basis

Computed properties:
Relative energy (zero: lowest compared OMol25 entry of this formula, charge and spin), kcal/mol: 36.3
E_HOMO (alpha / beta), eV: -10.04 / -10.04
Multiplicity: 2
Maximum force, Eh/bohr: 0.0402

Each line ends with the Mulliken charge.
CARTESIAN COORDINATES (ANGSTROEM)
C1 -0.5438 0.7971 1.4712  -0.4049
O1 -1.0484 1.9272 0.9769  -0.3591
C2 -0.6152 -0.2872 0.3345  -0.6150
C3 0.2690 0.1605 -0.8762  -0.3954
C4 1.1625 -0.9300 -1.3726  -0.0649
O2 0.7304 -1.9222 -1.8999  -0.4637
H1 -1.1512 0.3831 2.2933  0.3281
H2 0.4872 0.7402 1.8048  0.3424
H3 -1.6150 -0.2778 -0.0883  0.2745
H4 -0.3908 -1.2448 0.7873  0.4093
H5 -0.3659 0.4800 -1.6910  0.2836
H6 0.8294 1.0290 -0.5100  0.3161
H7 2.2518 -0.8551 -1.2300  0.3492

Cartesian forces (eV/Å) of the 2 atoms listed first:
-0.67 -1.91 0.43
0.26 0.57 -0.18

Entry 11:
Formula: C4H7O2Sn
Source: the Open Molecules 2025 dataset
Level of theory: the ωB97M-V functional and the def2-TZVPD basis

Computed properties:
Relative energy (zero: lowest compared OMol25 entry of this formula, charge and spin), kcal/mol: 76.9
E_HOMO (alpha / beta), eV: -6.00 / -7.62
Multiplicity: 2
Maximum force, Eh/bohr: 0.1051

Each line ends with the Mulliken charge.
CARTESIAN COORDINATES (ANGSTROEM)
O1 -1.3261 -0.2639 1.1144  -0.4013
C1 -0.0509 -0.3715 1.2690  0.0068
C2 0.8906 0.5503 0.8375  -0.7443
H1 1.8920 0.1780 0.6098  0.2891
H2 0.2994 -1.4153 1.3744  0.2958
H3 0.7413 1.5902 1.1427  0.2928
Sn1 -2.5696 -0.4597 -0.1852  0.2833
C3 -0.8266 2.1454 -1.3229  -0.1460
C4 -0.2179 0.8984 -1.4156  -0.8372
O2 -0.7715 2.9870 -0.2488  -0.4587
H4 -1.5863 2.4570 -2.0494  0.3893
H5 0.0041 0.6942 -2.4709  0.2258
H6 0.0862 -0.1264 -1.1903  0.4570
H7 -0.2310 3.7731 -0.4372  0.3478

Cartesian forces (eV/Å) of the 2 atoms listed first:
1.01 1.45 4.67
4.61 -0.36 -1.81

Entry 12:
Formula: C4H7O3
Source: the Open Molecules 2025 dataset
Level of theory: the ωB97M-V functional and the def2-TZVPD basis

Computed properties:
Net charge: -1
Relative energy (zero: lowest compared OMol25 entry of this formula, charge and spin), kcal/mol: 33.6
E_HOMO, eV: -3.67
Structure (SMILES): COCCC(=O)[O-]
Maximum force, Eh/bohr: 0.0728

Each line ends with the Mulliken charge.
CARTESIAN COORDINATES (ANGSTROEM)
C1 -1.5318 0.1188 1.7264  -0.7057
O1 -0.4862 -0.4609 0.9938  -0.2722
C2 0.1916 0.4621 0.1710  -0.3801
C3 1.2120 -0.2706 -0.6708  -0.4950
C4 0.7367 -0.5102 -2.1439  0.4137
O2 1.3020 0.1485 -3.0452  -0.7380
O3 0.1799 -1.6376 -2.2339  -0.7227
H1 -1.9634 -0.6565 2.3714  0.2296
H2 -1.1671 0.9500 2.3563  0.2777
H3 -2.3196 0.5099 1.0577  0.2798
H4 -0.5293 0.9964 -0.4735  0.3205
H5 0.6900 1.2230 0.8009  0.2897
H6 1.5591 -1.2192 -0.2393  0.2413
H7 2.1260 0.3463 -0.6707  0.2613

Cartesian forces (eV/Å) of the 2 atoms listed first:
0.05 0.01 -0.13
-0.45 -0.14 0.50

| no. | M (g/mol) |
| --- | --- |
| 1 | 101.2 |
| 2 | 101.2 |
| 3 | 133.2 |
| 4 | 165.3 |
| 5 | 165.3 |
| 6 | 110.1 |
| 7 | 87.1 |
| 8 | 87.1 |
| 9 | 87.1 |
| 10 | 87.1 |
| 11 | 205.8 |
| 12 | 103.1 |